DFT (the ωB97M-V functional and the def2-TZVPD basis) results for a cluster of 8 separate species, C5H26NO8 in total in a non-equilibrium geometry.

Values from the calculation:
HOMO ... -5.405 eV
Energy above the lowest of the compared OMol25 structures with the same formula, charge and spin ... 3.6311 eV
E_tot ... -23476.2326 eV
Frontier orbital gap ... 8.43 eV
Total charge ... -1

Each atom is followed by the atoms it is bonded to, with distances in Å.
CARTESIAN COORDINATES (ANGSTROEM)
1 C 0.4598 -1.8547 -1.1485  N2 1.524, H8 1.165, H9 1.109, H10 1.077
2 N 1.1591 -0.5655 -0.7357  C1 1.524, C5 1.517, H11 1.161
3 C -2.1650 0.4204 -1.3077  C4 1.508, H12 1.117, H13 1.143, H14 1.120
4 C -1.2979 0.1892 -0.0955  C3 1.508, C5 1.510, H15 1.172, H16 1.112
5 C 0.1571 0.5042 -0.3464  N2 1.517, C4 1.510, C6 1.578, H17 1.156
6 C 0.8666 1.1119 0.9254  C5 1.578, O7 1.382, H18 1.190, H19 1.146
7 O 0.9845 0.1530 1.9134  C6 1.382
8 H -0.0723 -2.2615 -0.1948  C1 1.165
9 H 1.3168 -2.5497 -1.2565  C1 1.109
10 H -0.2475 -1.6561 -1.9366  C1 1.077
11 H 1.6446 -0.7409 0.3039  N2 1.161
12 H -1.8488 1.2493 -1.9862  C3 1.117
13 H -2.1493 -0.5304 -1.9419  C3 1.143
14 H -3.2013 0.6742 -0.9684  C3 1.120
15 H -1.6686 0.9283 0.7353  C4 1.172
16 H -1.4126 -0.7709 0.4542  C4 1.112
17 H 0.4252 1.2330 -1.2027  C5 1.156
18 H 1.9999 1.3804 0.6815  C6 1.190
19 H 0.3393 2.0107 1.4032  C6 1.146
20 H 0.5366 0.8840 -3.6298  O22 0.965
21 H -0.7755 0.1298 -3.6871  O22 1.017
22 O -0.3797 1.0452 -3.8851  H20 0.965, H21 1.017
23 H -0.4948 2.5990 -2.6580  O25 1.007
24 H -0.7193 2.7001 -1.1540  O25 0.921
25 O -0.8956 3.1657 -1.9287  H23 1.007, H24 0.921
26 H -0.0811 2.0348 3.6237  O28 0.939
27 H 0.5206 0.6172 3.3688  O28 1.045
28 O 0.0898 1.2384 4.0908  H26 0.939, H27 1.045
29 H 1.9873 1.2706 -2.3968  O31 0.983
30 H 1.7754 -0.3071 -2.5181  O31 1.013
31 O 2.0858 0.5164 -3.0202  H29 0.983, H30 1.013
32 H 0.1970 -1.2719 2.2914  O34 1.015
33 H -0.2999 -0.7087 3.6019  O34 1.008
34 O -0.1999 -1.6101 3.1625  H32 1.015, H33 1.008
35 H -2.8850 -1.8280 2.4599  O37 0.975
36 H -1.3635 -1.9242 2.2211  O37 0.963
37 O -2.2140 -2.1303 1.8197  H35 0.975, H36 0.963
38 H 2.3968 -1.2365 2.1380  O40 0.906
39 H 2.4443 -2.3312 1.0923  O40 0.991
40 O 2.9851 -1.7781 1.7120  H38 0.906, H39 0.991

Results of the Löwdin charge analysis, in e, for atoms 1 through 8:
1. C -0.100
2. N -0.136
3. C -0.119
4. C -0.234
5. C -0.353
6. C -0.316
7. O -0.385
8. H 0.099